The following is a quantum chemistry calculation of a structure of composition C22H16ClF5N3O2Ta, from OMol25.

Atoms and positions in Å:
Ta  1.35  -0.06  -0.05
Cl  -4.37  2.22  -3.54
F  5.05  -2.06  -0.10
F  2.48  -2.53  -1.08
F  4.01  -0.28  -0.84
F  4.20  -0.64  1.30
F  2.42  -2.68  1.13
O  -0.18  -1.13  -0.02
O  -3.13  -1.62  2.90
N  -0.96  -0.34  1.95
N  2.19  1.69  0.95
N  0.14  0.42  1.71
C  3.31  3.80  2.37
C  -3.16  -3.87  -0.57
C  -4.14  -4.07  0.41
C  -1.13  -1.19  0.97
C  1.68  2.08  2.15
C  2.63  -1.85  0.09
C  3.25  2.37  0.46
C  -0.18  1.04  -2.45
C  0.51  1.31  2.55
C  1.18  0.63  -2.00
C  -2.16  -2.15  0.80
C  -2.35  0.46  -3.33
C  -4.14  -3.33  1.57
C  -2.77  1.77  -3.12
C  3.83  3.42  1.14
C  -1.91  2.72  -2.59
C  -3.16  -2.36  1.79
C  -0.61  2.35  -2.26
C  -2.19  -2.93  -0.37
C  4.05  -1.27  0.14
C  2.21  3.11  2.88
C  -1.06  0.09  -2.99
H  4.68  3.94  0.70
H  -3.85  -1.87  3.49
H  -1.43  -2.78  -1.13
H  -4.90  -4.82  0.27
H  0.07  3.10  -1.87
H  1.58  -0.28  -2.49
H  -4.90  -3.49  2.33
H  3.75  4.62  2.92
H  -0.04  1.48  3.47
H  -0.73  -0.92  -3.16
H  1.78  3.39  3.83
H  1.92  1.43  -2.13
H  -2.24  3.74  -2.46
H  3.64  2.05  -0.50
H  -3.18  -4.47  -1.47
H  -3.03  -0.26  -3.77

Calculated values
E_HOMO in eV: -14.02
Lowest unoccupied orbital energy in eV: -8.6
Energy above the lowest of the compared OMol25 structures with the same formula, charge and spin in eV: 0.4497
Charge: +2

Atom charges from the natural (NBO) analysis, given in e for atoms 1 to 2:
1 Ta 2.31
2 Cl 0.08